P) Formula: C19H33BCl2F2InN5O3
Source: the OMol25 dataset
Level of theory: wB97M-V/def2-TZVPD

HOMO energy, hartree: -0.2415
Frontier orbital gap, eV: 6.70

Cartesian coordinates (Å):
In  0.0593  0.9543  -0.9647
C  -1.5665  2.5305  0.1787
C  -0.4672  3.2449  0.8003
C  -0.4113  2.8722  2.1229
C  -1.4790  1.9597  2.3883
C  -2.1889  1.7600  1.2241
C  -3.4288  0.9429  1.0210
C  -1.7568  1.3646  3.7353
C  0.6168  3.2997  3.1225
C  0.4618  4.1695  0.0728
C  -2.3150  3.0196  -1.0371
H  -3.4132  0.4823  0.0341
H  -4.3291  1.5584  1.0942
H  -3.5077  0.1542  1.7693
H  -2.3382  0.4458  3.6530
H  -2.3212  2.0588  4.3620
H  -0.8250  1.1474  4.2575
H  1.3602  2.5127  3.2734
H  0.1573  3.5207  4.0855
H  1.1353  4.1911  2.7777
H  0.4959  5.1505  0.5465
H  0.1405  4.3002  -0.9614
H  1.4775  3.7639  0.0647
H  -2.9836  2.2421  -1.4074
H  -1.6354  3.2892  -1.8533
H  -2.9129  3.8996  -0.7862
N  2.0346  -0.2487  -3.1165
C  3.2470  -0.7097  -3.8361
C  3.6465  -2.0820  -3.2972
C  3.8158  -2.0332  -1.7734
N  2.4953  -1.9381  -1.1481
H  2.0140  -0.8531  -2.2274
H  1.1569  -0.4778  -3.6056
H  4.0395  0.0176  -3.6452
H  3.0602  -0.7478  -4.9107
H  4.5738  -2.4053  -3.7689
H  2.8653  -2.8054  -3.5389
H  4.3738  -1.1378  -1.4936
H  4.3760  -2.9103  -1.4273
H  2.5394  -1.5498  -0.2109
H  2.0374  -2.8426  -1.1191
Cl  -2.6210  -3.6908  -2.9223
C  -1.1085  -2.7905  -2.7406
Cl  -0.0452  -3.0612  -4.1206
C  -1.3589  -1.2544  -2.5267
O  -0.6635  -0.4949  -3.2098
O  -2.1629  -0.9592  -1.6447
H  -0.5912  -3.1803  -1.8600
F  3.0788  1.5376  -1.8998
B  1.9753  1.1968  -2.6021
F  1.5901  2.1347  -3.4875
C  -1.5138  -3.1200  3.4334
N  -0.8521  -2.2242  2.5247
C  0.3865  -1.5546  2.8274
C  0.7140  -0.9351  1.4636
O  1.6970  -0.2728  1.1836
N  -0.2552  -1.2683  0.5946
C  -1.1810  -1.9693  1.2445
N  -2.2707  -2.4180  0.6377
H  -0.7615  -3.6161  4.0488
H  -2.0584  -3.8811  2.8735
H  -2.2077  -2.5872  4.0895
H  1.1598  -2.2565  3.1567
H  0.2515  -0.7686  3.5759
H  -2.4365  -1.9681  -0.2771
H  -3.0670  -2.7061  1.1806

---

Q) Formula: C19H33BCl2F2InN5O3
Source: the OMol25 dataset
Level of theory: wB97M-V/def2-TZVPD

HOMO energy, hartree: -0.2723
Frontier orbital gap, eV: 7.68

Cartesian coordinates (Å):
In  -0.8804  0.7340  0.4952
C  -1.2824  -1.4993  2.4702
C  -0.3145  -0.4087  2.4018
C  0.9125  -1.0341  1.8767
C  0.6366  -2.3447  1.5660
C  -0.7267  -2.6332  1.9339
C  -1.3865  -3.9700  1.7632
C  1.5661  -3.3351  0.9274
C  2.2789  -0.4243  1.9159
C  -0.2792  0.6212  3.5405
C  -2.6027  -1.3938  3.1723
H  -2.4540  -3.9217  1.9811
H  -0.9552  -4.7198  2.4326
H  -1.2749  -4.3594  0.7462
H  1.5720  -3.2631  -0.1671
H  1.2813  -4.3595  1.1729
H  2.5956  -3.2003  1.2615
H  2.2853  0.6240  1.6140
H  2.9742  -1.0074  1.3052
H  2.6763  -0.4520  2.9364
H  -0.5460  1.6386  3.2645
H  0.7283  0.6913  3.9536
H  -0.9415  0.3016  4.3471
H  -3.3734  -2.0213  2.7151
H  -2.9684  -0.3649  3.1979
H  -2.5216  -1.7135  4.2157
N  -0.8220  -1.1560  -0.7993
C  -1.7753  -1.5638  -1.8485
C  -3.2019  -1.6703  -1.3310
C  -3.8440  -0.3369  -0.9610
N  -3.4409  0.1014  0.3864
H  0.1273  -1.1102  -1.1619
H  -0.8156  -1.8511  -0.0484
H  -1.4668  -2.5330  -2.2532
H  -1.7315  -0.8328  -2.6527
H  -3.2332  -2.3555  -0.4737
H  -3.8085  -2.1345  -2.1112
H  -4.9320  -0.4220  -1.0368
H  -3.5282  0.4360  -1.6647
H  -3.6807  -0.6100  1.0665
H  -3.9537  0.9397  0.6450
Cl  -0.4791  4.2875  -0.7761
C  1.2232  3.6632  -0.5945
Cl  2.3066  4.8165  -1.3734
C  1.5129  3.3328  0.9011
O  2.2097  4.0942  1.5493
O  0.9316  2.2550  1.2087
H  1.2153  2.7519  -1.1697
F  -2.3508  3.2986  1.0642
B  -1.8490  2.7097  -0.0535
F  -2.7221  2.7541  -1.0986
C  4.1539  2.1933  -3.6021
N  2.9296  1.5349  -3.2038
C  1.6350  1.7905  -3.8082
C  0.6971  1.1413  -2.7927
O  -0.5118  1.1236  -2.8658
N  1.4440  0.6282  -1.7491
C  2.7080  0.9538  -2.0102
N  3.6944  0.7127  -1.1377
H  4.1282  2.3566  -4.6771
H  5.0117  1.5535  -3.3933
H  4.2823  3.1570  -3.1024
H  1.5353  1.3259  -4.7898
H  1.4222  2.8594  -3.8872
H  3.4059  0.4290  -0.2139
H  4.5733  1.1916  -1.2200

---

Which structure wins on stability? P) wins.

---

P) Formula: C14H23N3O3S2
Source: the OMol25 dataset
Level of theory: wB97M-V/def2-TZVPD

Structure (SMILES): CCN(CCO)C(=S)Nc1cc(S(=O)(=O)N(C)C)ccc1C
HOMO energy, hartree: -0.2965
Frontier orbital gap, eV: 8.57

Cartesian coordinates (Å):
C  -2.8869  -0.8800  -2.7161
H  -2.8657  -1.9612  -2.8159
H  -2.5959  -0.4458  -3.6690
H  -3.9032  -0.5665  -2.4886
C  -1.9254  -0.3899  -1.6344
N  -2.3808  -0.7452  -0.3030
C  -2.5264  0.1686  0.6758
S  -3.5186  -0.0294  1.9843
N  -1.8840  1.3873  0.5466
C  -0.5422  1.5609  0.2195
C  0.3257  0.4724  0.1688
C  1.6310  0.6540  -0.2330
C  2.1229  1.9073  -0.5364
C  1.2737  2.9982  -0.4269
C  -0.0560  2.8494  -0.0608
C  -0.9709  4.0319  0.0278
H  -0.4724  4.9292  -0.3276
H  -1.8672  3.8691  -0.5693
H  -1.2815  4.2010  1.0597
H  1.6479  3.9865  -0.6494
H  3.1441  2.0120  -0.8633
S  2.6943  -0.7836  -0.3358
O  3.7858  -0.4973  -1.2158
O  1.8711  -1.9273  -0.6453
N  3.3255  -1.0143  1.1906
C  4.3089  -0.0279  1.5653
H  4.9286  0.1630  0.6931
H  4.9285  -0.4268  2.3683
H  3.8470  0.9094  1.9020
C  2.3645  -1.3307  2.2198
H  1.6613  -2.0589  1.8262
H  2.8890  -1.7678  3.0697
H  1.8162  -0.4431  2.5601
H  -0.0141  -0.5115  0.4464
H  -2.2880  2.1019  1.1394
C  -2.7020  -2.1326  -0.0417
H  -2.9957  -2.2024  1.0074
H  -3.5419  -2.4602  -0.6599
C  -1.4987  -3.0605  -0.2732
O  -0.4412  -2.7082  0.5885
H  0.3877  -2.6285  0.0839
H  -1.1813  -3.0281  -1.3191
H  -1.8232  -4.0857  -0.0466
H  -1.8701  0.6979  -1.6924
H  -0.9201  -0.7864  -1.8200

---

Q) Formula: C14H23N3O3S2
Source: the OMol25 dataset
Level of theory: wB97M-V/def2-TZVPD

Structure (SMILES): OCCc1ccc2nsnc2c1S.COCCNCCOC
HOMO energy, hartree: -0.2878
Frontier orbital gap, eV: 6.43

Cartesian coordinates (Å):
O  -1.4298  -1.9234  4.0875
C  -2.6440  -1.0619  4.1602
C  -2.3430  0.4794  3.5845
C  -0.6793  0.5726  3.4970
C  0.0385  0.4523  2.0280
C  1.6755  0.5007  1.9225
C  2.5270  0.6494  3.3332
N  4.0627  0.6702  3.4213
S  4.3125  0.8297  5.1780
N  2.7555  0.9093  5.9765
C  1.7825  0.7911  4.8240
C  0.1415  0.7544  4.9421
S  -0.8604  0.8726  6.5217
H  -1.4784  -2.5505  3.3073
H  -2.9228  -1.0211  5.3201
H  -3.4567  -1.5915  3.5057
H  -2.8543  0.5331  2.5162
H  -2.8000  1.2596  4.3363
H  -0.6056  0.3210  1.0393
H  2.2262  0.4233  0.8679
H  -0.0438  1.0982  7.6450
C  -1.6474  1.4847  -1.9890
O  -1.3595  0.1015  -1.8217
C  -1.9180  -0.7320  -2.8467
C  -0.8256  -1.2452  -3.8009
N  -0.3020  -0.1685  -4.6477
C  0.9570  -0.4877  -5.3283
C  2.1647  -0.9105  -4.4664
O  2.7288  0.1378  -3.6772
C  2.0092  0.4331  -2.4918
H  -1.4189  1.9927  -1.0483
H  -1.0191  1.9232  -2.7658
H  -2.7009  1.6506  -2.2261
H  -2.7302  -0.2338  -3.3870
H  -2.3505  -1.5972  -2.3319
H  -1.2442  -2.0306  -4.4398
H  -0.0409  -1.6881  -3.1855
H  -0.1497  0.6604  -4.0765
H  1.2425  0.4139  -5.8886
H  0.7601  -1.2690  -6.0699
H  2.9610  -1.2104  -5.1626
H  1.9671  -1.7948  -3.8547
H  1.5829  -0.4619  -2.0267
H  1.2333  1.1693  -2.7044
H  2.6965  0.8940  -1.7765

---

Which structure wins on stability? P) wins.